(1)
Computed, not measured: a structure of composition C31H40Br15FO15 at a distorted geometry, with wB97M-V/def2-TZVPD.

Structure (ORCA input):
```
! wB97M-V def2-TZVPD RIJCOSX def2/J DEFGRID3
* xyz 0 1
C 1.25152 -0.94939 -6.64486
C 0.15440 -1.76366 -6.01991
C 0.12549 -3.29857 -6.28990
O 0.03728 -3.82356 -4.98054
C 0.15755 -2.89609 -4.03348
O 0.17755 -3.06443 -2.86020
O 0.20759 -1.66852 -4.60734
H 1.22531 0.05111 -6.21269
H 1.13800 -0.86937 -7.72470
H 2.21569 -1.39837 -6.39476
H -0.83860 -1.41589 -6.31802
H 1.05182 -3.62248 -6.76773
H -0.77034 -3.55723 -6.84793
C -0.75451 0.19038 -1.52933
C -0.11967 0.70501 -0.24310
C -1.02688 0.62429 0.98425
O -0.18106 0.18526 2.06413
C 0.94747 -0.29876 1.51734
O 1.76149 -0.89278 2.14576
O 0.96624 -0.13318 0.17455
H -1.22609 -0.78361 -1.39742
H 0.06926 0.07026 -2.23506
H -1.53290 0.85893 -1.89891
H 0.26247 1.71327 -0.40901
H -1.77337 -0.15692 0.84919
H -1.46268 1.57030 1.29639
C 4.36331 -2.44056 4.52163
C 4.68135 -1.05872 5.05673
C 3.80748 0.05719 4.46505
O 3.59436 0.91781 5.57120
C 3.96032 0.29225 6.72788
O 3.92450 0.82424 7.78420
O 4.33607 -0.96368 6.43303
H 4.61009 -2.46564 3.45516
H 3.31221 -2.72098 4.59556
H 4.92511 -3.26061 4.97019
H 5.76089 -0.89096 4.97984
H 2.87344 -0.36649 4.08575
H 4.30566 0.63368 3.68494
C 3.43670 -1.61910 -2.42071
C 4.21211 -1.20144 -1.19452
C 3.87781 -2.01610 0.04974
O 4.91725 -2.98038 0.12648
C 5.97114 -2.54751 -0.65267
O 7.05917 -3.01975 -0.67148
O 5.59348 -1.49763 -1.37753
H 2.36415 -1.43242 -2.30323
H 3.57755 -2.66774 -2.68415
H 3.65622 -1.01428 -3.30641
H 4.04856 -0.15019 -0.96337
H 2.90837 -2.49900 -0.03942
H 3.80141 -1.30340 0.87312
C -5.55898 3.99353 -0.86657
C -4.32580 4.48890 -1.58141
C -3.71533 5.79730 -1.03848
O -2.31342 5.60331 -1.24098
C -2.05371 4.26452 -1.23092
O -0.97136 3.77158 -1.24116
O -3.21179 3.59178 -1.38357
H -6.42741 4.54601 -1.22890
H -5.47166 4.09916 0.21311
H -5.75931 2.94892 -1.10315
H -4.41354 4.59913 -2.66427
H -3.88084 5.94247 0.02866
H -4.04644 6.62130 -1.66510
F -5.21076 -2.37440 3.11893
C -4.92839 -1.45162 2.19808
C -5.24016 -1.77061 0.86897
C -5.09759 -0.80346 -0.10245
C -4.58639 0.44819 0.24489
C -4.19865 0.72916 1.54523
C -4.30829 -0.27483 2.51413
H -5.63565 -2.74048 0.60092
H -5.27488 -1.05885 -1.13855
H -4.49196 1.27379 -0.45171
H -3.76126 1.68154 1.80905
H -4.01102 0.04256 3.50734
C -0.56254 2.89443 4.07721
Br 1.35707 2.95303 4.44235
Br -1.03572 4.19909 2.69355
Br -1.73495 3.05929 5.64674
H -0.71309 1.87618 3.74005
C 0.04051 -0.57057 5.43888
Br -1.85002 -0.63295 5.04877
Br 0.81252 -2.32507 5.16348
Br 0.39600 0.11491 7.26349
H 0.54769 0.13887 4.79720
C -3.08208 0.24045 -4.87981
Br -3.89199 1.92759 -4.31676
Br -3.20631 -0.04399 -6.83408
Br -3.70665 -1.34580 -3.94968
H -2.03666 0.33112 -4.61713
C -0.37225 -4.25945 0.27989
Br -1.16430 -6.00718 0.39543
Br 1.16145 -4.19743 1.46706
Br -1.72541 -2.85946 0.54365
H -0.08663 -4.17840 -0.76156
C 3.64248 2.83854 -0.51874
Br 2.45517 3.20077 0.97480
Br 4.64581 4.44304 -0.95630
Br 2.66075 2.10534 -2.04632
H 4.40197 2.14415 -0.18801
*
```

HOMO in eV: -9.615
DFT total energy in Ha: -41043.97439
Frontier orbital gap in eV: 8.7

Löwdin atomic charge list, values in e, 2 entries: number 1, C, carries -0.010; number 2, C, carries -0.340

=====

(2)
Computed, not measured: a structure of composition C31H40N4OPtS3 at a distorted geometry, with wB97M-V/def2-TZVPD.

Structure (ORCA input):
```
! wB97M-V def2-TZVPD RIJCOSX def2/J DEFGRID3
* xyz 0 1
Pt 0.60007 -0.22322 -0.48369
C 1.09428 -3.39183 0.47830
C -0.28924 -3.87216 0.04162
C -1.40384 -2.93523 0.50608
C -0.22391 -4.08069 -1.45030
C -0.20164 -5.38141 -1.92495
C -0.01103 -5.64375 -3.26690
C 0.24308 -4.59851 -4.13278
C 0.23525 -3.27642 -3.70327
C 0.57865 -2.20894 -4.72657
C -0.67306 -1.57653 -5.34548
C 1.50744 -1.11544 -4.19436
C -0.08098 -3.01897 -2.35811
N -0.35887 -1.70251 -1.94579
C -1.53074 -1.23530 -2.26253
C -1.87868 0.09828 -2.00616
C -2.98845 0.85560 -2.43048
C -2.72465 2.16444 -2.07588
C -1.47314 2.17824 -1.43443
N -0.97676 0.93339 -1.39638
C -0.66327 3.36967 -1.00674
C -1.50614 4.64550 -0.98025
C -0.05794 3.14016 0.37971
C 0.46883 3.49065 -2.03887
H 1.16330 -3.31561 1.55915
H 1.30148 -2.40341 0.03285
H 1.86060 -4.08260 0.13206
H -0.47380 -4.85027 0.49959
H -1.10398 -1.88340 0.41613
H -1.62901 -3.12916 1.55235
H -2.30826 -3.09293 -0.08178
H -0.35148 -6.19591 -1.23137
H -0.04287 -6.65825 -3.63071
H 0.44582 -4.81505 -5.17210
H 1.11411 -2.72571 -5.53460
H -1.13704 -0.88344 -4.64935
H -1.40050 -2.33810 -5.61735
H -0.40530 -1.02658 -6.24537
H 1.03183 -0.53683 -3.39980
H 1.76302 -0.43250 -5.00372
H 2.42646 -1.54788 -3.80475
H -2.24617 -1.87399 -2.78206
H -3.84242 0.48213 -2.96258
H -3.35821 3.01161 -2.25912
H -2.33165 4.53948 -0.27964
H -1.91096 4.87454 -1.96242
H -0.88952 5.48373 -0.66168
H -0.84083 2.99962 1.12113
H 0.54574 3.99738 0.67162
H 0.57406 2.25114 0.36747
H 0.06283 3.60801 -3.04138
H 1.06282 2.57908 -2.01538
H 1.10620 4.34227 -1.81484
S -1.71591 -2.10382 5.93071
C -0.76198 -1.25218 4.90104
S -0.09416 -1.94070 3.43521
C 0.52227 -0.32212 3.00165
N 0.25899 0.54990 3.90819
N -0.41553 0.06020 4.95828
C -0.71305 0.94702 6.01209
C -0.78304 0.50532 7.32816
C -1.08804 1.40225 8.33582
C -1.30778 2.73732 8.03973
C -1.19279 3.18057 6.73149
C -0.89770 2.29385 5.71372
S 1.54228 -0.01404 1.67670
H -0.60047 -0.53004 7.56014
H -1.14559 1.04902 9.35475
H -1.57035 3.43288 8.82242
H -1.33954 4.22551 6.49992
H -0.80864 2.63378 4.69323
C 3.96490 3.14574 -0.25440
C 3.86759 1.63291 -0.08793
O 2.89766 1.03972 -0.93930
H 4.61776 3.56891 0.50472
H 2.98076 3.58950 -0.14181
H 4.36762 3.40451 -1.23121
H 3.55271 1.39563 0.92877
H 4.84537 1.16748 -0.27217
H 3.14514 1.20849 -1.85405
*
```

HOMO (alpha / beta) in eV: -7.725 / -7.704
DFT total energy in Ha: -2813.34150
Frontier orbital gap (alpha / beta) in eV: 5.8 / 5.8

Löwdin atomic charge list, values in e, 2 entries: number 1, Pt, carries 0.855; number 2, C, carries -0.078